{
  "formula": "C23H39I2O14PSi2",
  "method": "wB97M-V/def2-TZVPD",
  "lumo_energy_ev": 0.07,
  "homo_lumo_gap_ev": 8.59,
  "total_energy_ha": -3469.04458,
  "homo_ev": -8.527,
  "species": ["C", "C", "I", "C", "I", "Si", "O", "Si", "P", "O", "O", "O", "H", "H", "H", "H", "H", "H", "H", "H", "H", "O", "C", "O", "C", "C", "C", "H", "H", "H", "H", "H", "H", "O", "C", "O", "C", "C", "C", "H", "H", "H", "H", "H", "H", "O", "C", "O", "C", "C", "C", "H", "H", "H", "H", "H", "H", "O", "C", "O", "C", "C", "C", "H", "H", "H", "H", "H", "H", "O", "C", "O", "C", "C", "C", "H", "H", "H", "H", "H", "H"],
  "positions_angstrom": [[-1.3834, -4.2221, -3.6318], [-1.2153, -2.6723, -4.0125], [-0.9795, -2.2526, -6.1207], [-1.2236, -1.6941, -3.0075], [-1.4083, -2.2079, -0.8821], [-1.0760, 0.1768, -3.4357], [0.3778, 0.5604, -4.2660], [0.7342, 2.2510, -4.2661], [-2.9217, 0.8757, -4.4608], [-3.6189, -0.2334, -5.2797], [-4.0903, 1.3993, -3.3324], [-2.6098, 2.1332, -5.5698], [-2.1723, -4.3140, -2.8209], [-1.8440, -4.7064, -4.5574], [-0.3898, -4.6750, -3.3545], [-1.0526, 0.8827, -2.1335], [2.0696, 2.5721, -3.7279], [-0.2269, 3.0753, -3.5334], [0.7693, 2.6774, -5.6848], [-4.9496, 1.0416, -3.6464], [-2.3325, 1.6693, -6.3839], [0.9138, 2.6930, 1.5701], [-0.2092, 2.2870, 1.7166], [-1.2675, 2.7038, 0.9730], [-2.4701, 2.1058, 1.4772], [-2.0161, 0.8745, 2.2283], [-0.6604, 1.2970, 2.7567], [-2.9726, 2.8280, 2.1274], [-3.1325, 1.8586, 0.6465], [-2.7138, 0.5632, 3.0067], [-1.8928, 0.0406, 1.5339], [-0.7378, 1.8046, 3.7208], [0.0270, 0.4541, 2.8201], [-3.0114, -5.0127, -6.7440], [-3.3569, -4.6610, -7.8403], [-2.5408, -4.0384, -8.7373], [-3.3047, -3.6638, -9.8921], [-4.5112, -4.5751, -9.8869], [-4.7457, -4.7958, -8.4066], [-3.5795, -2.6091, -9.8003], [-2.6987, -3.7941, -10.7894], [-5.3706, -4.1543, -10.4102], [-4.2592, -5.5267, -10.3642], [-5.3819, -4.0201, -7.9747], [-5.1555, -5.7845, -8.2065], [0.8257, 2.2707, 5.5893], [1.8853, 1.7015, 5.6122], [2.3292, 0.9718, 6.6695], [3.6670, 0.5248, 6.4114], [3.8157, 0.5621, 4.9067], [2.9210, 1.7236, 4.5212], [4.3633, 1.2012, 6.9149], [3.8007, -0.4813, 6.8118], [4.8497, 0.6756, 4.5789], [3.4241, -0.3633, 4.4715], [3.4521, 2.6749, 4.5560], [2.4644, 1.5733, 3.5429], [5.3607, 5.1564, 5.1601], [4.2164, 5.5167, 5.0969], [3.1567, 4.7236, 5.4048], [1.9366, 5.4228, 5.1164], [2.3076, 6.8892, 5.1293], [3.7395, 6.8670, 4.6310], [1.5694, 5.0945, 4.1399], [1.1893, 5.1824, 5.8727], [1.6414, 7.5067, 4.5257], [2.2821, 7.2694, 6.1549], [3.7922, 6.9059, 3.5407], [4.3332, 7.6657, 5.0731], [-0.5609, -3.4089, 2.5937], [0.5591, -3.5911, 2.9866], [1.6717, -3.2379, 2.2911], [2.8372, -3.6941, 2.9901], [2.3966, -3.8676, 4.4268], [0.9432, -4.2717, 4.2741], [3.1678, -4.6344, 2.5398], [3.6349, -2.9568, 2.8924], [2.9988, -4.5913, 4.9775], [2.4578, -2.9095, 4.9520], [0.8305, -5.3513, 4.1529], [0.3357, -3.9127, 5.1034]],
  "forces_ev_per_angstrom": [[-0.94, 1.03, -1.47], [-0.18, -0.09, 3.10], [0.00, -0.05, 1.46], [-0.01, -0.83, -2.68], [0.19, 0.32, -1.38], [2.34, -1.16, 1.15], [-1.83, 1.42, 1.06], [0.57, -0.83, -0.91], [-4.94, -0.91, -3.28], [1.83, 2.03, 1.82], [2.04, -0.22, -1.51], [0.08, -1.36, 1.91], [1.28, 0.16, -0.76], [0.93, 0.33, 1.24], [-1.14, 0.45, -0.25], [-0.07, 0.06, -0.14], [0.00, -0.36, 0.17], [-0.38, -0.16, 0.17], [-0.14, -0.07, 0.09], [0.73, 0.13, -0.01], [-0.27, 0.18, 0.32], [-0.47, 0.07, -0.32], [0.65, 0.23, 0.28], [0.42, 0.00, 0.02], [-0.48, -0.06, -0.06], [-0.22, -0.49, 0.22], [-0.38, -0.34, -0.11], [0.06, 0.00, -0.03], [0.17, 0.20, -0.07], [0.00, 0.07, -0.08], [-0.07, 0.03, -0.01], [0.22, -0.03, -0.02], [0.15, 0.24, 0.15], [0.27, 0.15, -0.66], [-0.03, -0.06, 0.92], [-0.10, -0.30, 0.33], [0.05, 0.25, -0.41], [-0.42, -0.16, -0.36], [-0.10, -0.17, -0.48], [0.02, -0.05, 0.04], [0.15, 0.06, 0.21], [0.11, 0.03, 0.00], [-0.01, 0.10, 0.00], [0.03, -0.10, 0.12], [-0.01, 0.18, 0.31], [0.15, -0.38, 0.44], [-0.25, 0.69, -0.25], [-0.37, 0.11, -0.14], [0.40, -0.21, 0.17], [0.34, -0.18, -0.37], [0.20, -0.59, -0.27], [-0.06, 0.00, -0.03], [-0.19, 0.13, 0.15], [-0.05, -0.01, 0.10], [0.05, 0.03, 0.05], [-0.16, -0.03, -0.04], [-0.10, 0.38, 0.07], [-0.53, -0.29, 0.20], [0.79, -0.05, -0.28], [0.40, 0.22, 0.12], [-0.66, -0.01, -0.03], [-0.20, 0.47, 0.01], [-0.38, 0.30, 0.29], [0.05, -0.04, 0.06], [0.18, -0.25, -0.07], [-0.01, -0.11, 0.04], [-0.03, -0.04, -0.08], [0.14, 0.00, 0.05], [0.21, -0.15, -0.26], [0.49, 0.25, -0.21], [-0.75, -0.21, -0.22], [-0.34, 0.07, 0.09], [0.47, -0.02, -0.03], [0.23, -0.09, 0.50], [0.36, 0.22, 0.35], [-0.04, 0.04, 0.00], [-0.16, 0.00, -0.21], [0.02, 0.06, -0.09], [0.02, -0.07, -0.04], [-0.14, 0.06, 0.01], [-0.21, -0.22, -0.19]]
}